Entry from the OMol25 dataset: a cluster of 3 separate species, C8H24ClN3O4P in total in a non-equilibrium geometry (ωB97M-V with the def2-TZVPD basis set).

The HOMO energy comes out at -3.103 eV. The LUMO energy comes out at 2.504 eV. As for the charge: -1. The orbital gap comes out at 5.61 eV.

XYZ file:
```
41
C8H24ClN3O4P, DFT ωB97M-V with the def2-TZVPD basis set
O -3.93 -4.77 -4.53
N -3.45 -4.93 -3.18
P -3.17 -3.50 -2.33
O -4.25 -2.29 -2.87
Cl -1.26 -2.75 -3.07
H -3.56 -3.98 -4.94
H -4.44 -2.38 -3.81
C 2.99 -0.79 -0.42
C 2.02 -0.68 -1.59
C 2.48 0.29 -2.69
O 2.34 1.67 -2.36
C 3.35 2.18 -1.51
N 0.69 -0.34 -1.08
H 2.91 0.04 0.28
H 2.78 -1.70 0.16
H 4.03 -0.85 -0.76
H 1.96 -1.67 -2.05
H 1.84 0.14 -3.56
H 3.51 0.08 -3.01
H 4.32 1.74 -1.71
H 3.07 2.03 -0.46
H 3.41 3.26 -1.68
H 0.03 -0.39 -1.85
H 0.71 0.64 -0.83
C -1.51 -0.25 3.70
C -0.76 0.16 2.43
C 0.01 1.49 2.57
O -0.79 2.66 2.55
C -1.46 2.94 3.76
N -1.70 0.19 1.31
H -2.45 0.29 3.83
H -1.77 -1.31 3.65
H -0.90 -0.10 4.59
H -0.02 -0.62 2.23
H 0.67 1.58 1.70
H 0.66 1.48 3.46
H -0.85 2.67 4.63
H -2.42 2.42 3.80
H -1.66 4.01 3.79
H -1.18 0.35 0.45
H -2.27 1.02 1.41
```

***

Entry from the OMol25 dataset: a cluster of 5 separate species, C8H24ClO4S2 in total in a non-equilibrium geometry (ωB97M-V with the def2-TZVPD basis set).

The HOMO energy comes out at -5.481 eV. The LUMO energy comes out at 2.940 eV. As for the charge: -1. The orbital gap comes out at 8.42 eV.

XYZ file:
```
39
C8H24ClO4S2, DFT ωB97M-V with the def2-TZVPD basis set
Cl 0.08 0.24 0.18
C -3.05 0.72 4.35
C -3.00 0.27 2.92
O -1.94 -0.75 2.59
H -4.07 1.30 4.38
H -2.24 1.33 4.60
H -2.91 0.03 5.02
H -2.69 1.16 2.11
H -4.02 -0.01 2.47
H -1.49 -0.59 1.79
C 1.77 -4.85 1.68
C 1.13 -3.57 1.01
O 1.80 -2.37 1.17
H 2.75 -5.05 1.43
H 1.10 -5.61 1.62
H 2.17 -4.63 2.77
H 0.04 -3.59 1.34
H 0.92 -3.98 -0.11
H 1.19 -1.70 0.82
C -3.09 1.72 -2.16
S -1.47 1.54 -2.77
O -1.70 1.70 -4.31
C -0.84 3.09 -2.07
H -3.21 1.37 -1.11
H -3.72 1.15 -2.88
H -3.43 2.73 -2.17
H 0.22 3.16 -2.48
H -0.59 2.90 -1.01
H -1.39 3.99 -2.15
C 2.76 0.68 -3.20
S 3.18 -0.11 -1.64
O 4.55 -0.72 -1.90
C 3.35 1.29 -0.67
H 2.32 -0.12 -3.86
H 3.52 1.37 -3.66
H 1.99 1.32 -2.97
H 2.33 1.68 -0.51
H 4.16 2.13 -0.91
H 3.52 0.78 0.32
```

***

Entry from the OMol25 dataset: a cluster of 5 separate species, C8H24ClO8 in total in a non-equilibrium geometry (ωB97M-V with the def2-TZVPD basis set).

The HOMO energy (alpha / beta) comes out at -10.149 / -10.148 eV. The LUMO energy (alpha / beta) comes out at 0.346 / -6.455 eV. The expectation value of S² is 0.76. As for the spin multiplicity: 2. The orbital gap (alpha / beta) comes out at 10.49 / 3.69 eV.

XYZ file:
```
41
C8H24ClO8, DFT ωB97M-V with the def2-TZVPD basis set
Cl 1.81 -0.09 -0.33
O 0.81 0.76 0.21
O 1.79 -0.06 -1.79
O 3.16 0.27 0.08
O 1.57 -1.43 0.10
C -2.60 1.02 2.12
C -1.56 1.74 3.02
C -2.16 2.12 4.41
O -0.57 0.74 3.28
H -2.18 0.82 1.14
H -3.40 1.74 1.93
H -2.96 0.09 2.56
H -1.18 2.65 2.56
H -3.09 2.69 4.40
H -1.45 2.74 4.96
H -2.44 1.26 5.03
H -0.13 0.68 2.43
C -2.00 -1.24 -1.65
C -1.29 -2.15 -2.69
C -0.88 -1.43 -4.02
O -0.17 -2.80 -2.19
H -1.34 -0.44 -1.33
H -2.26 -1.75 -0.72
H -2.86 -0.80 -2.15
H -1.98 -2.96 -2.93
H 0.08 -0.92 -4.01
H -1.57 -0.64 -4.34
H -0.80 -2.13 -4.85
H 0.48 -2.14 -1.92
C 2.59 3.22 -3.36
O 2.64 4.65 -3.34
H 2.20 2.85 -2.41
H 1.92 2.92 -4.16
H 3.58 2.85 -3.63
H 2.61 5.05 -4.21
C 2.14 -3.37 3.30
O 3.05 -3.53 2.22
H 1.36 -2.67 3.00
H 1.65 -4.31 3.55
H 2.64 -3.07 4.22
H 2.82 -2.92 1.51
```

***

Entry from the OMol25 dataset: a structure of composition C8H24CuO8P in a non-equilibrium geometry (ωB97M-V with the def2-TZVPD basis set).

The HOMO energy comes out at 0.912 eV. The LUMO energy comes out at 4.650 eV. As for the charge: -2. The orbital gap comes out at 3.74 eV.

XYZ file:
```
42
C8H24CuO8P, DFT ωB97M-V with the def2-TZVPD basis set
Cu 0.52 0.11 -0.74
P 1.97 -1.72 -2.30
O 2.39 -0.80 -1.06
O 2.60 -1.02 -3.53
O 0.37 -1.64 -2.29
O 2.55 -3.12 -2.19
C -0.34 2.79 0.94
C 1.14 2.77 1.20
O 1.73 1.72 0.47
H -0.79 1.83 1.24
H -0.60 2.89 -0.12
H -0.85 3.59 1.47
H 1.35 2.70 2.28
H 1.59 3.72 0.90
H 2.62 1.89 0.16
C -2.29 -2.49 2.09
C -2.36 -1.05 1.65
O -1.40 -0.70 0.68
H -3.11 -2.66 2.80
H -1.35 -2.80 2.55
H -2.49 -3.17 1.25
H -2.19 -0.41 2.52
H -3.37 -0.82 1.28
H -1.43 -1.36 -0.03
C 2.49 -0.44 2.53
C 1.86 -1.71 1.97
O 2.74 -2.32 1.08
H 2.78 0.22 1.72
H 3.34 -0.64 3.19
H 1.76 0.15 3.11
H 0.94 -1.57 1.39
H 1.64 -2.34 2.85
H 2.61 -1.74 0.24
C -2.22 2.05 -3.49
C -1.94 0.60 -3.18
O -0.62 0.53 -2.67
H -1.49 2.42 -4.21
H -2.18 2.67 -2.59
H -3.24 2.14 -3.88
H -1.95 0.06 -4.13
H -2.59 0.14 -2.43
H -0.17 -0.44 -2.74
```

***

Entry from the OMol25 dataset: a cluster of 8 separate species, C8H24N8O16 in total in a non-equilibrium geometry (ωB97M-V with the def2-TZVPD basis set).

The HOMO energy comes out at -10.681 eV. The LUMO energy comes out at -0.302 eV. The orbital gap comes out at 10.38 eV.

XYZ file:
```
56
C8H24N8O16, DFT ωB97M-V with the def2-TZVPD basis set
C -21.83 -1.04 -14.22
N -22.77 -2.11 -13.92
O -23.25 -2.77 -14.79
O -22.98 -2.29 -12.72
H -22.25 -0.10 -14.60
H -21.20 -1.50 -14.98
H -21.27 -0.74 -13.34
C -26.60 -1.71 -3.85
N -25.56 -0.69 -4.23
O -24.89 -0.98 -5.20
O -25.55 0.33 -3.55
H -26.98 -2.36 -4.63
H -27.45 -1.14 -3.45
H -26.19 -2.15 -2.94
C -14.04 1.40 -12.65
N -14.56 0.23 -11.90
O -14.08 -0.89 -12.20
O -15.53 0.29 -11.16
H -13.69 1.14 -13.65
H -13.15 1.82 -12.17
H -14.86 2.11 -12.72
C -21.72 -4.30 -1.61
N -21.30 -4.31 -3.10
O -20.49 -3.49 -3.49
O -21.90 -5.10 -3.81
H -21.44 -3.40 -1.07
H -21.08 -5.13 -1.30
H -22.78 -4.56 -1.58
C -21.82 4.23 -4.53
N -21.26 3.72 -3.28
O -21.06 4.48 -2.36
O -20.75 2.64 -3.37
H -22.84 3.85 -4.52
H -21.33 3.84 -5.43
H -21.83 5.32 -4.48
C -20.40 -1.03 -8.84
N -19.97 0.45 -8.88
O -20.45 1.04 -9.84
O -19.20 0.90 -7.97
H -19.82 -1.57 -8.10
H -20.21 -1.70 -9.68
H -21.49 -1.07 -8.78
C -20.53 6.33 -11.41
N -20.78 7.00 -10.15
O -21.86 6.79 -9.67
O -19.96 7.81 -9.67
H -20.83 6.96 -12.24
H -20.95 5.33 -11.45
H -19.44 6.34 -11.42
C -15.72 -0.23 -4.62
N -15.59 0.38 -3.26
O -14.90 1.38 -3.13
O -16.28 -0.10 -2.33
H -16.79 -0.33 -4.76
H -15.12 -1.14 -4.71
H -15.32 0.52 -5.30
```

***

Entry from the OMol25 dataset: a structure of composition C8H24NaO8 (ωB97M-V with the def2-TZVPD basis set).

The HOMO energy comes out at -12.783 eV. The LUMO energy comes out at -2.456 eV. As for the charge: +1. The orbital gap comes out at 10.33 eV.

XYZ file:
```
41
C8H24NaO8, DFT ωB97M-V with the def2-TZVPD basis set
Na 0.53 -0.36 -0.27
C -2.78 -0.38 0.45
C -2.42 -1.36 1.54
O -1.00 -1.45 1.57
O -2.20 -0.78 -0.80
H -2.38 0.60 0.73
H -3.86 -0.30 0.37
H -2.89 -2.34 1.41
H -2.82 -0.97 2.49
H -0.74 -2.21 2.11
H -2.88 -0.65 -1.45
C -0.90 1.91 3.19
C 0.31 1.78 2.30
O 0.02 1.78 0.90
O -1.23 3.31 3.22
H -0.64 1.56 4.19
H -1.75 1.36 2.78
H 0.87 0.88 2.54
H 0.97 2.62 2.53
H -0.67 2.43 0.73
H -2.00 3.43 3.79
C 0.30 -0.62 -3.63
C -1.06 -0.74 -4.32
O -1.10 -1.92 -5.09
O 0.35 0.48 -2.72
H 1.09 -0.55 -4.39
H 0.49 -1.53 -3.06
H -1.24 0.14 -4.94
H -1.83 -0.80 -3.55
H -0.96 -1.70 -6.01
H 0.40 1.31 -3.20
C 3.34 -1.28 0.82
C 3.60 0.16 0.45
O 2.77 0.56 -0.65
O 2.03 -1.46 1.41
H 4.12 -1.58 1.53
H 3.42 -1.93 -0.05
H 4.65 0.23 0.14
H 3.41 0.81 1.30
H 2.58 1.50 -0.57
H 2.10 -1.95 2.23
```

***

Number 1: energy -43156.1862 eV. Number 2: energy -51065.7689 eV. Number 3: energy -37574.9872 eV. Number 4: energy -78994.5182 eV. Number 5: energy -53340.9375 eV. Number 6: energy -29476.4413 eV.